# 1
This record from the Open Molecules 2025 dataset describes a single C3H5NO3 molecule at a distorted geometry. The level of theory is ωB97M-V/def2-TZVPD.

Last column: Mulliken charge in e.
Positions of all 12 atoms, in Å:
C: 0.23 2.11 0.19  -0.77
C: 0.38 0.62 -0.02  0.53
C: -0.92 -0.21 -0.06  0.62
H: -0.62 2.11 1.05  0.22
H: 1.28 2.52 0.49  0.28
H: -0.30 2.66 -0.77  0.24
H: 2.50 -1.26 -0.90  0.40
H: -1.39 -2.10 0.25  0.33
N: 1.52 0.11 -0.06  -0.43
O: 1.58 -1.15 -0.12  -0.39
O: -0.74 -1.40 0.46  -0.41
O: -2.12 0.07 -0.39  -0.62

Calculated values
SMILES   C/C(=N/O)C(=O)O
Energy above the lowest of the compared OMol25 structures with the same formula, charge and spin   120.98 kcal/mol
M   103.077 g/mol
Frontier orbital gap   0.356 hartree
E_LUMO   0.1 eV


# 2
This record from the Open Molecules 2025 dataset describes a single C3H5NO3 molecule at a distorted geometry. The level of theory is ωB97M-V/def2-TZVPD.

Last column: Mulliken charge in e.
Positions of all 12 atoms, in Å:
C: 0.67 -0.27 0.40  0.80
C: 1.11 0.04 -0.99  -0.92
O: 1.67 -0.40 1.26  -0.47
O: -1.48 1.21 0.30  -0.48
N: -0.48 -0.74 0.74  -0.58
C: -1.64 -0.21 0.34  0.61
O: -2.64 -0.76 -0.04  -0.54
H: 1.35 -0.80 2.08  0.38
H: -2.27 1.61 -0.10  0.32
H: 2.06 0.60 -0.96  0.30
H: 1.28 -0.90 -1.54  0.26
H: 0.36 0.62 -1.51  0.33

Calculated values
SMILES   C/C(O)=N\C(=O)O
Energy above the lowest of the compared OMol25 structures with the same formula, charge and spin   21.13 kcal/mol
M   103.077 g/mol
Frontier orbital gap   0.390 hartree
E_LUMO   0.6 eV


# 3
This record from the Open Molecules 2025 dataset describes a single C3H5NO3 molecule at a distorted geometry. The level of theory is ωB97M-V/def2-TZVPD.

Last column: Mulliken charge in e.
Positions of all 12 atoms, in Å:
N: 1.08 0.20 -1.67  -0.63
C: 0.80 0.30 -0.43  0.28
O: 0.22 1.31 0.27  -0.44
C: 0.75 -0.92 0.46  -0.04
O: -0.36 -0.66 1.31  -0.35
C: -1.01 0.45 0.83  0.13
O: -1.82 0.24 -0.25  -0.47
H: -1.27 -0.09 -0.97  0.42
H: 0.98 1.10 -2.14  0.29
H: 0.60 -1.82 -0.14  0.23
H: 1.62 -1.02 1.11  0.28
H: -1.60 0.91 1.63  0.30

Calculated values
SMILES   [H]/N=C1/CO[C@H](O)O1
Energy above the lowest of the compared OMol25 structures with the same formula, charge and spin   52.40 kcal/mol
M   103.077 g/mol
Frontier orbital gap   0.424 hartree
E_LUMO   0.8 eV